1.
Molecular formula: C20H54B2CuN2O14V2
Method: DFT, ωB97M-V with the def2-TZVPD basis set

The geometry in XYZ format:
```
95
Properties=species:S:1:pos:R:3:forces:R:3:lowdin_spin:R:1
O -0.1236 -2.4799 2.6236 -1.16 0.91 -0.89 -0.185
V -1.1202 -1.2618 2.5555 0.30 -1.98 0.66 1.109
O -3.0339 -0.8868 -1.5773 -0.44 0.91 3.15 -0.213
V -3.1511 -0.2582 -0.0715 0.79 -3.64 -2.43 1.134
Cu -1.3792 3.4814 -0.0736 1.10 -0.99 -0.26 0.002
C -3.6925 -1.9108 2.1260 5.01 1.46 -3.10 0.012
O -2.8832 -2.5526 2.6983 3.29 -9.30 8.20 0.008
O -3.8794 -2.0799 0.9642 -7.89 -5.29 -10.83 0.001
O -3.1923 -0.7850 2.0868 2.67 15.66 3.08 -0.003
C -0.5521 0.2563 0.4210 -5.00 -0.42 3.31 0.005
O -1.3792 1.0938 -0.0172 -0.22 6.96 -2.54 0.011
O 0.0238 0.3262 1.5217 4.24 2.07 2.14 0.004
O -1.0914 -0.8388 0.2481 -1.10 -7.40 -1.15 0.003
B -4.6631 1.2823 -0.4000 -0.42 1.12 -0.65 0.032
H -4.9883 0.3333 -0.0027 -1.52 -3.76 1.82 0.002
H -4.2835 1.1080 -1.3949 1.45 -0.24 -3.62 0.009
H -5.4377 2.0332 -0.4167 -3.05 2.23 0.01 0.006
H -3.9115 1.7082 0.2465 3.36 1.61 2.74 0.008
B -0.7480 -0.6539 4.7281 -0.10 0.43 -0.02 0.031
H -0.4904 -0.4275 5.7512 1.00 0.51 3.61 0.001
H -1.4029 -1.5079 4.6511 -2.37 -3.47 -0.17 0.008
H -1.3107 0.1951 4.3719 -2.32 3.60 -1.65 0.002
H 0.1390 -0.7666 4.1241 3.61 -0.34 -2.04 0.011
C -1.2387 2.7319 -3.4145 0.60 -1.57 -0.26 0.000
O -0.5354 3.6190 -2.5474 -1.10 0.96 0.08 0.000
C 0.8024 3.3072 -2.1659 -0.47 0.13 0.75 0.000
C 1.3681 4.4932 -1.3341 0.01 -1.07 -0.28 0.000
N 0.8183 4.5349 0.0431 -2.55 0.55 -0.42 0.000
C 0.8356 5.8735 0.6375 1.71 1.15 -0.28 0.000
C 2.2872 6.4811 0.6596 -1.62 -0.49 -0.35 0.000
O 2.5460 7.1047 -0.5839 0.31 -0.28 1.04 0.000
C 3.9113 7.3580 -0.7311 0.84 0.72 -1.14 0.000
H -0.8510 2.6514 -4.4300 0.72 0.51 -0.09 0.000
H -2.2979 2.9132 -3.5973 0.05 0.84 0.90 0.000
H -1.1796 1.7108 -3.0379 -0.08 -0.14 0.32 0.000
H 1.3853 3.0694 -3.0557 0.29 0.14 0.06 0.000
H 0.7697 2.4521 -1.4907 0.19 -0.46 -0.14 0.000
H 1.1978 5.4014 -1.9122 -0.11 0.16 0.49 0.000
H 2.4400 4.3507 -1.1968 0.23 0.00 -0.57 0.000
H 1.2496 3.8318 0.6260 0.40 -0.37 -0.01 0.000
H 0.5316 5.9973 1.6769 -0.53 -0.99 -0.01 0.000
H 0.2046 6.5371 0.0463 -0.02 0.02 -0.04 0.000
H 2.9446 5.6272 0.8231 0.44 -0.02 0.00 0.000
H 2.4095 7.1762 1.4903 0.00 0.21 0.08 0.000
H 4.3024 8.3057 -0.3610 -0.70 0.59 0.38 0.000
H 4.0531 7.4138 -1.8104 0.46 -0.29 0.00 0.000
H 4.6022 6.6664 -0.2490 -0.35 -0.79 -0.23 0.000
C -5.8347 -4.0290 -1.6002 0.55 0.42 0.60 0.000
O -5.1243 -5.1905 -1.2552 0.96 -1.71 -1.57 0.000
C -3.9956 -5.4639 -2.1622 -0.16 0.08 1.70 0.000
C -2.7518 -4.6823 -1.7812 -1.21 0.96 -0.78 0.000
N -2.1673 -5.1153 -0.5318 -0.70 -0.25 -0.90 0.000
C -0.9421 -4.4152 -0.2206 0.76 -1.44 0.16 0.000
C 0.2309 -5.0576 -1.0353 1.25 0.78 1.21 0.000
O 0.4399 -6.4213 -0.6333 -1.34 -1.31 -0.47 0.000
C 1.6358 -7.0362 -1.0926 -0.45 0.50 0.16 0.000
H -6.7165 -3.9597 -0.9633 0.03 -0.18 0.04 0.000
H -6.1575 -4.0003 -2.6409 0.08 -0.05 -0.25 0.000
H -5.1901 -3.1874 -1.3467 -0.22 0.49 -0.31 0.000
H -4.2309 -5.4062 -3.2249 -0.45 0.72 -0.05 0.000
H -3.6123 -6.4813 -2.0846 -0.93 -0.64 0.61 0.000
H -3.0207 -3.6262 -1.7627 0.20 0.24 0.42 0.000
H -2.1697 -4.7835 -2.6972 0.98 -0.09 -0.14 0.000
H -1.9715 -6.0979 -0.6587 0.11 -0.33 0.44 0.000
H -0.7173 -4.5873 0.8320 0.01 0.28 0.08 0.000
H -1.1640 -3.3592 -0.3743 0.73 0.08 -0.17 0.000
H 1.2337 -4.7325 -0.7581 -0.16 1.64 -0.17 0.000
H 0.0703 -4.8623 -2.0956 0.02 -0.67 -0.36 0.000
H 1.7996 -6.8432 -2.1527 0.17 0.15 -0.12 0.000
H 1.6115 -8.1180 -0.9611 -0.56 0.01 0.09 0.000
H 2.4830 -6.7082 -0.4904 0.27 0.40 -0.11 0.000
C 3.6647 -2.6616 -0.8454 -0.27 -0.24 1.57 0.000
C 2.9737 -1.3927 -0.2881 -1.47 -0.62 -1.35 0.000
C 1.9834 -0.9141 -1.3676 0.19 0.24 -0.27 0.000
O 2.1554 -1.6709 0.8466 1.28 -0.44 -0.07 -0.001
H 4.2697 -2.5292 -1.7423 -0.11 0.34 0.10 0.000
H 2.9346 -3.4533 -1.0132 -0.32 0.28 -0.34 0.000
H 4.2698 -3.1081 -0.0563 0.44 0.17 0.02 0.000
H 3.6868 -0.6092 -0.0315 0.30 0.04 -0.16 0.000
H 1.0623 -1.4956 -1.4059 0.29 -0.65 0.20 0.000
H 2.4569 -0.9741 -2.3476 -0.11 0.42 -0.18 0.000
H 1.5831 0.0797 -1.1672 0.45 0.47 -0.09 0.000
H 1.7271 -0.8269 1.0077 -0.51 -0.01 0.59 0.000
C 1.9649 3.2238 3.2337 0.59 -0.42 0.86 0.000
C 2.8682 2.6157 2.1942 0.44 0.09 -0.14 0.000
C 3.8939 1.5553 2.5676 0.22 -0.09 0.70 0.000
O 2.0589 2.1874 1.1125 0.80 0.69 -1.12 0.000
H 1.3935 3.9852 2.7029 -0.70 -0.38 0.33 0.000
H 2.4941 3.7716 4.0134 0.37 -0.07 0.01 0.000
H 1.4486 2.4118 3.7457 -0.83 0.34 -0.15 0.000
H 3.4425 3.4779 1.8552 0.25 0.00 -0.69 0.000
H 4.4745 1.8687 3.4353 0.04 0.26 0.11 0.000
H 4.6204 1.4033 1.7694 -0.19 0.05 -0.21 0.000
H 3.5044 0.5768 2.8487 -0.47 0.04 -0.19 0.000
H 1.3247 1.6271 1.3744 -0.55 -0.71 0.76 0.000
```
Forces are in eV/Å.

For the frontier orbital gap (spin up / spin down), the calculation gives 0.2390 / 0.2417 Ha. As for the HOMO energy (spin up / spin down): -5.3 / -5.4 eV. The multiplicity is 3. Its net charge is -1.

2.
Molecular formula: CHN3O3S
Method: DFT, ωB97M-V with the def2-TZVPD basis set

The geometry in XYZ format:
```
9
Properties=species:S:1:pos:R:3:forces:R:3:nbo_charge:R:1
C 1.2383 -1.4098 0.7154 -0.54 0.48 -1.04 0.007
N 1.9452 -1.6973 1.5674 0.47 -0.22 0.74 -0.251
N 0.7475 0.3587 -1.0038 0.90 1.90 -0.39 -0.322
N -1.5218 0.6532 1.0867 -0.03 -0.12 0.29 0.504
O -1.9760 1.5337 1.7478 0.16 -0.65 -0.25 -0.253
O -1.4290 -0.5364 1.2166 -1.18 1.36 1.18 -0.284
O 0.1179 0.7589 -2.1816 -0.26 -0.73 0.24 -0.551
S 0.1766 -1.0820 -0.5722 0.39 -2.00 -1.16 0.656
H 0.7012 1.4209 -2.5764 0.10 -0.01 0.39 0.493
```
Forces are in eV/Å.

For the frontier orbital gap (spin up / spin down), the calculation gives 0.3579 / 0.2393 Ha. As for the HOMO energy (spin up / spin down): -10.5 / -8.6 eV. The energy above the lowest of the compared OMol25 structures with the same formula, charge and spin is 8.308 eV.

3.
Molecular formula: C4H2N4
Method: DFT, ωB97M-V with the def2-TZVPD basis set

The geometry in XYZ format:
```
10
Properties=species:S:1:pos:R:3:forces:R:3:nbo_charge:R:1
C -2.7765 0.9734 0.4952 -0.82 0.10 2.44 -0.145
C -1.6989 0.4269 0.2867 0.21 -1.97 -0.11 -0.107
C -0.3862 -0.2669 -0.1162 0.79 3.59 -2.57 0.384
N 0.3683 -1.2981 0.2712 -0.31 3.02 -0.39 -0.434
C 1.7217 -1.0734 0.0415 0.08 3.69 -0.63 0.247
N 2.4824 0.0389 -0.3862 -7.12 -2.19 0.27 -0.226
N 1.5327 0.8376 -1.0598 -1.13 0.41 -1.54 -0.008
N 0.1892 0.7326 -1.1646 3.24 -2.54 4.07 -0.186
H -3.7443 1.3790 1.1405 3.13 -1.18 -2.56 0.294
H 2.3115 -1.7500 0.4917 1.93 -2.94 1.01 0.179
```
Forces are in eV/Å.

For the frontier orbital gap, the calculation gives 0.3091 Ha. As for the SMILES: C#Cc1ncnnn1. As for the HOMO energy: -9.8 eV. The energy above the lowest of the compared OMol25 structures with the same formula, charge and spin is 6.430 eV.

4.
Molecular formula: C5H7N
Method: DFT, ωB97M-V with the def2-TZVPD basis set

The geometry in XYZ format:
```
13
Properties=species:S:1:pos:R:3:forces:R:3:nbo_charge:R:1
C 1.0825 0.7060 1.9393 0.09 0.02 -0.01 -0.632
C 0.0061 0.1606 1.0427 -0.14 -0.16 -0.25 -0.253
C 0.1208 -0.5114 -0.0772 0.49 0.42 1.05 0.020
C -0.4196 -1.2316 -1.1097 -0.49 -0.10 -0.61 -0.199
C -1.4356 -0.4000 -1.8810 -0.05 0.20 0.02 -0.047
N -0.2356 -0.6036 -2.4850 0.30 -0.06 -0.05 -0.517
H 2.0864 0.4706 1.5789 -0.16 0.02 -0.01 0.219
H 0.9651 0.2871 2.9459 0.05 0.06 -0.15 0.220
H 0.9855 1.7941 2.0345 0.03 -0.16 -0.03 0.218
H -0.4796 -2.3134 -1.0880 0.03 0.18 -0.05 0.241
H -1.7206 0.6230 -1.6075 -0.11 -0.27 -0.04 0.170
H -1.0162 0.3418 1.3916 0.04 0.00 0.03 0.203
H 0.4169 0.1931 -2.5296 -0.09 -0.15 0.10 0.355
```
Forces are in eV/Å.

For the frontier orbital gap (spin up / spin down), the calculation gives 0.2912 / 0.2909 Ha. As for the HOMO energy (spin up / spin down): -7.7 / -7.9 eV. The energy above the lowest of the compared OMol25 structures with the same formula, charge and spin is 5.522 eV.

5.
Molecular formula: CH4INO
Method: DFT, ωB97M-V with the def2-TZVPD basis set

The geometry in XYZ format:
```
8
Properties=species:S:1:pos:R:3:forces:R:3:nbo_charge:R:1
C -0.3294 1.3995 0.1878 3.23 0.89 -1.58 -0.541
N 0.4199 -1.5777 0.2294 -1.24 -0.69 0.27 -0.352
O 0.7498 -1.5244 -1.0251 0.22 -0.56 2.04 -0.340
I 0.1089 0.9894 -1.8059 -0.34 1.36 0.26 0.209
H -1.3156 1.3142 0.3799 -3.02 -0.39 0.89 0.159
H 0.2578 2.2080 0.6251 -0.17 -0.38 -0.06 0.189
H -0.5243 -1.9271 0.4435 0.49 -0.32 -0.53 0.329
H 0.6330 -0.8819 0.9651 0.83 0.10 -1.29 0.348
```
Forces are in eV/Å.

For the frontier orbital gap (spin up / spin down), the calculation gives 0.3034 / 0.3008 Ha. As for the HOMO energy (spin up / spin down): -7.8 / -9.4 eV. The multiplicity is 3. The energy above the lowest of the compared OMol25 structures with the same formula, charge and spin is 0.000 eV.

6.
Molecular formula: C5H15OSi2
Method: DFT, ωB97M-V with the def2-TZVPD basis set

The geometry in XYZ format:
```
23
Properties=species:S:1:pos:R:3:forces:R:3:nbo_charge:R:1
C -1.9690 -1.4732 1.1063 0.56 0.88 -0.50 -1.118
C 2.7799 1.6955 0.1880 -0.43 -0.54 -0.10 -1.182
C 2.7410 -1.6137 -0.0679 -0.12 0.74 0.05 -1.184
C -1.8701 1.6630 0.6813 0.08 -0.77 -0.32 -1.125
C -1.8999 -0.3087 -1.8681 0.09 0.21 0.77 -1.126
O 0.3430 0.1253 -0.2031 -0.86 -0.50 0.45 -1.250
Si 1.8851 0.0597 -0.0324 0.77 0.02 0.10 2.149
Si -1.4468 -0.0376 -0.0486 0.31 0.33 -0.22 1.824
H -1.3726 -2.3697 0.9753 0.13 -0.15 -0.10 0.250
H -1.9325 -1.1851 2.1562 0.07 0.08 0.01 0.254
H -2.9993 -1.7362 0.8822 -0.18 0.02 -0.13 0.266
H 3.3433 1.7195 1.1198 0.06 -0.18 0.11 0.288
H 3.4942 1.8712 -0.6148 0.09 -0.14 -0.13 0.288
H 2.0783 2.5301 0.2001 -0.12 -0.16 -0.03 0.284
H 2.5631 -2.1265 -1.0126 -0.16 0.08 -0.12 0.291
H 3.8182 -1.5182 0.0566 0.04 0.16 0.02 0.279
H 2.3734 -2.2676 0.7232 -0.18 0.09 0.08 0.290
H -2.9391 1.8426 0.6229 -0.24 0.00 -0.01 0.260
H -1.5938 1.7328 1.7316 0.07 -0.12 0.10 0.250
H -1.3776 2.4758 0.1544 0.09 0.01 -0.18 0.249
H -2.9712 -0.2025 -2.0074 -0.23 0.00 0.02 0.260
H -1.4208 0.4209 -2.5184 0.08 0.13 0.07 0.252
H -1.6266 -1.2973 -2.2247 0.08 -0.20 0.08 0.253
```
Forces are in eV/Å.

For the frontier orbital gap, the calculation gives 0.3684 Ha. As for the HOMO energy: -14.3 eV. The energy above the lowest of the compared OMol25 structures with the same formula, charge and spin is 0.000 eV. Its net charge is +1.